Density functional theory data (ωB97M-V/def2-TZVPD) for the ion C5H5FNO2P2 with charge -1.

```
16
Properties=species:S:1:pos:R:3
O -0.24648 -2.41699 -0.47164
C 0.45980 -1.40894 -0.45010
C 1.85047 -1.35508 -0.14980
C 2.52861 -0.16742 -0.14128
C 1.90534 1.04652 -0.39262
F 2.67534 2.18887 -0.31524
C 0.54261 1.17440 -0.61695
O -0.19459 2.15484 -0.70989
N -0.12961 -0.18818 -0.74261
P -1.81712 -0.19453 -1.02912
P -2.34271 1.42307 0.32257
H 2.33923 -2.28423 0.09662
H 3.58609 -0.13613 0.09120
H -1.74024 0.68200 -2.13161
H -3.33883 0.64717 0.95878
H -1.42721 1.02476 1.29952
```

Output
* frontier orbital gap: 7.51 eV
* total charge: -1
* 2S+1: 1
* LUMO level: 3.9 eV
* SMILES: O=c1ccc(F)c([O-])n1[PH]#[PH2]


Density functional theory data (ωB97M-V/def2-TZVPD) for a structure of composition C3H5P.

```
9
Properties=species:S:1:pos:R:3
C -1.19785 0.82937 -0.19465
C -0.19111 -0.05069 0.39797
C 0.70816 0.08772 -0.86601
P -0.39676 1.52033 -1.44992
H -2.08081 1.36698 0.26008
H 0.20449 0.60268 1.28021
H -0.58821 -1.13096 0.89107
H 1.74673 0.44932 -0.77189
H 0.71521 -0.87363 -1.39299
```

Output
* frontier orbital gap: 9.57 eV
* 2S+1: 1
* LUMO level: 0.5 eV


Density functional theory data (ωB97M-V/def2-TZVPD) for a cluster of 9 separate species, C50H68Cl2F8IN3O27PS in total.

```
161
Properties=species:S:1:pos:R:3
C -3.47450 2.51432 0.38704
C -2.62073 1.55638 1.21427
C -2.17869 0.39758 0.30269
Cl -3.60002 -0.70487 0.24345
N -0.95156 -0.46114 0.61676
C -0.31152 -1.12162 -0.65288
Cl -1.28244 -2.63446 -0.89711
C -0.51053 -0.29471 -1.93594
C -1.81495 -0.35112 -2.75965
C -1.72696 -1.31509 -3.94471
C -0.85015 -0.91149 -5.10554
O -0.40304 -1.71060 -5.83703
O -0.63448 0.42015 -5.36993
C 1.22417 -1.49086 -0.51383
C 2.13183 -0.50131 -1.26973
C 1.57276 -2.90299 -1.00878
C 1.41271 -3.23148 -2.50626
C 2.74855 -3.29593 -3.23096
I 0.56498 -5.23473 -2.65789
O 1.79697 -1.42386 0.81655
C 1.01312 -1.22458 1.98117
C 2.05738 -1.01498 3.12581
C 1.97323 -1.70405 4.49552
N 1.45383 -0.93042 5.62225
P 0.08453 -2.85789 2.21909
C -1.01179 -2.93565 3.69222
C -2.47917 -2.57705 3.41000
C 1.38415 -4.12397 2.38518
C 0.84269 -5.49327 1.91714
C 0.10670 0.01805 1.65649
S -0.65909 0.32489 3.28739
C 0.87048 1.22164 1.10651
C 2.23834 1.42340 1.30621
C 2.89307 2.54177 0.80077
N 2.28758 3.48344 0.07478
C 0.99825 3.28016 -0.18161
C 0.25473 2.19279 0.29513
H -3.46186 3.47885 0.88305
H -3.01118 2.66986 -0.57409
H -4.48123 2.14977 0.24609
H -1.81345 2.13439 1.63124
H -3.22023 1.20656 2.04127
H -2.15011 0.79460 -0.70126
H -1.38300 -1.26817 1.09893
H 0.27805 -0.52705 -2.63683
H -0.36938 0.74931 -1.65952
H -2.71591 -0.51622 -2.18622
H -1.92368 0.64161 -3.18584
H -1.43285 -2.31175 -3.64080
H -2.73458 -1.41177 -4.34723
H -0.17909 0.81813 -4.61734
H 3.12358 -0.57186 -0.84799
H 1.77513 0.52052 -1.22318
H 2.20764 -0.74366 -2.32424
H 1.09009 -3.64949 -0.39446
H 2.63565 -2.98786 -0.79174
H 0.68958 -2.63252 -3.04072
H 3.35110 -4.01984 -2.69224
H 2.59999 -3.71039 -4.22101
H 3.24152 -2.33089 -3.27271
H 2.24759 0.02353 3.35769
H 2.98732 -1.34803 2.66591
H 1.49047 -2.67248 4.52636
H 3.00654 -1.90432 4.77094
H 1.80150 0.01856 5.59751
H 0.44679 -0.93363 5.66159
H -0.65248 -2.34916 4.53537
H -0.96526 -3.96966 4.02684
H -3.12383 -3.23132 3.98607
H -2.69417 -1.56593 3.73372
H -2.72212 -2.70626 2.36065
H 2.20008 -3.82448 1.73348
H 1.78995 -4.22363 3.38624
H 0.80736 -6.18638 2.74964
H -0.15599 -5.40093 1.50264
H 1.48829 -5.92303 1.16114
H -0.58247 1.65720 3.31920
H 2.84907 0.72354 1.82885
H 3.94584 2.68055 0.98662
H 0.50452 4.02044 -0.79423
H -0.77303 2.14852 -0.00307
C -5.51439 1.33932 5.79675
C -4.18052 0.82722 5.29358
O -4.47055 0.52141 3.93368
C -5.47876 1.34653 3.54143
O -5.78207 1.55667 2.41216
O -6.06792 1.90878 4.60126
F -3.77382 -0.30151 5.91789
H -6.14819 0.52130 6.13916
H -5.43659 2.09084 6.57629
H -3.36860 1.55673 5.32005
C 5.29281 4.93964 4.09337
C 6.36266 3.86953 4.12208
O 5.68263 2.78550 4.74104
C 4.36165 2.91984 4.47441
O 3.54736 2.06601 4.62453
O 4.09155 4.15643 3.99907
F 7.42381 4.22206 4.87593
H 5.28148 5.51109 5.02140
H 5.37563 5.61745 3.24898
H 6.71741 3.55319 3.13964
C 7.76142 -3.99322 -3.50652
C 7.76890 -2.55123 -3.05216
O 6.53221 -2.45261 -2.34649
C 6.23814 -3.68663 -1.86865
O 5.42089 -3.90830 -1.03419
O 7.00469 -4.62441 -2.45818
F 7.75820 -1.68253 -4.08810
H 7.23656 -4.10863 -4.45524
H 8.75428 -4.42637 -3.58070
H 8.58640 -2.30029 -2.37777
C 10.74094 -4.74760 1.23995
C 9.61072 -3.75762 1.42504
O 9.87180 -2.80978 0.39956
C 10.54098 -3.45240 -0.59716
O 10.68879 -3.02226 -1.69321
O 10.98789 -4.64904 -0.16921
F 9.65345 -3.13919 2.62635
H 11.63053 -4.43761 1.78860
H 10.47830 -5.76503 1.51314
H 8.61298 -4.17534 1.27878
C -7.80828 -0.05673 -0.63524
C -7.76141 1.44615 -0.47470
O -9.06505 1.74164 -0.00600
C -9.52492 0.64380 0.66027
O -10.45268 0.64273 1.39395
O -8.74845 -0.42927 0.37977
F -7.54905 2.08819 -1.64905
H -8.19275 -0.33621 -1.61688
H -6.85034 -0.54065 -0.46552
H -7.04091 1.80265 0.26381
C -10.21396 3.42741 3.43141
C -9.32866 4.24121 2.51323
O -8.59574 5.04313 3.42805
C -8.52413 4.36698 4.60766
O -7.77752 4.62415 5.49126
O -9.40350 3.33978 4.61315
F -10.03644 5.04257 1.68494
H -11.13673 3.96085 3.66089
H -10.44738 2.43796 3.04659
H -8.63041 3.64935 1.91883
C 1.03380 0.94374 -8.04078
C 0.65886 2.38027 -8.33507
O 1.88761 2.94825 -8.72430
C 2.65890 1.94779 -9.25707
O 3.63748 2.12020 -9.89190
O 2.12204 0.74287 -8.94977
F 0.20331 3.03434 -7.23231
H 1.38581 0.81989 -7.01824
H 0.23461 0.23318 -8.22848
H -0.06764 2.50740 -9.13862
C -1.89314 3.71862 -5.00032
C -3.33813 4.15885 -5.09872
O -4.00948 3.12778 -4.38161
C -3.14402 2.62132 -3.48416
O -3.44072 1.91607 -2.57584
O -1.88416 3.01798 -3.74478
F -3.78392 4.18015 -6.36929
H -1.63551 3.02653 -5.79928
H -1.18548 4.54144 -4.98520
H -3.55780 5.11807 -4.62816
```

Output
* frontier orbital gap: 8.10 eV
* total charge: +1
* 2S+1: 1
* LUMO level: -2.6 eV


Density functional theory data (ωB97M-V/def2-TZVPD) for a structure of composition C5H11Cl8HgO.

```
26
Properties=species:S:1:pos:R:3
Hg -2.68670 3.62109 1.49032
C 0.01194 1.40645 0.34927
O -0.84015 2.42201 0.80628
H 0.36062 0.80104 1.18592
H -0.57783 0.82329 -0.35797
H 0.93741 1.72340 -0.13151
C -1.00484 -1.44682 2.96504
Cl -1.62809 0.21622 3.35343
Cl -1.43739 -2.65590 4.21763
H -1.47720 -1.73341 2.02544
H 0.08244 -1.39762 2.90584
C -0.41169 -2.34658 -0.18878
Cl 0.39604 -2.49662 -1.72604
Cl -0.26614 -3.86989 0.79629
H 0.15082 -1.61547 0.39187
H -1.45581 -2.07788 -0.34911
C -2.20254 0.50462 -3.07203
Cl -3.20180 0.56080 -4.50780
Cl -0.57788 0.06648 -3.51915
H -2.07156 1.53395 -2.73823
H -2.62452 -0.10565 -2.27352
C 3.98209 1.18110 -0.40273
Cl 5.74562 0.85507 -0.73307
Cl 3.77813 2.14645 1.06788
H 3.55022 1.65537 -1.28402
H 3.46892 0.22848 -0.27133
```

Output
* frontier orbital gap: 3.58 eV
* total charge: +1
* 2S+1: 1
* LUMO level: -9.6 eV


The lowest frontier orbital gap belongs to which entry?
C5H11Cl8HgO


Repeat the fourth record exactly.
Density functional theory data (ωB97M-V/def2-TZVPD) for a structure of composition C5H11Cl8HgO.

```
26
Properties=species:S:1:pos:R:3
Hg -2.68670 3.62109 1.49032
C 0.01194 1.40645 0.34927
O -0.84015 2.42201 0.80628
H 0.36062 0.80104 1.18592
H -0.57783 0.82329 -0.35797
H 0.93741 1.72340 -0.13151
C -1.00484 -1.44682 2.96504
Cl -1.62809 0.21622 3.35343
Cl -1.43739 -2.65590 4.21763
H -1.47720 -1.73341 2.02544
H 0.08244 -1.39762 2.90584
C -0.41169 -2.34658 -0.18878
Cl 0.39604 -2.49662 -1.72604
Cl -0.26614 -3.86989 0.79629
H 0.15082 -1.61547 0.39187
H -1.45581 -2.07788 -0.34911
C -2.20254 0.50462 -3.07203
Cl -3.20180 0.56080 -4.50780
Cl -0.57788 0.06648 -3.51915
H -2.07156 1.53395 -2.73823
H -2.62452 -0.10565 -2.27352
C 3.98209 1.18110 -0.40273
Cl 5.74562 0.85507 -0.73307
Cl 3.77813 2.14645 1.06788
H 3.55022 1.65537 -1.28402
H 3.46892 0.22848 -0.27133
```

Output
* frontier orbital gap: 3.58 eV
* total charge: +1
* 2S+1: 1
* LUMO level: -9.6 eV


2S+1 of number 2 (C3H5P)?
1